[1]
ORCA calculation (the ωB97M-V functional and the def2-TZVPD basis) on a cluster of 2 separate species, C4H3FN2 in total.

Structure (XYZ):
```
10
Properties=species:S:1:pos:R:3:forces:R:3
F -0.7570 -1.1744 -0.7867 0.1579 0.4894 0.2323
N 0.5556 1.7183 0.4398 -1.8289 -3.2077 0.3524
N 1.4383 2.1891 -2.4612 0.1822 1.1894 -0.6392
C -1.3020 -1.1929 1.4731 2.4665 0.3355 -1.1945
C -0.7139 -0.5811 0.4320 -0.8918 -0.8196 0.2281
C -0.0093 0.6832 0.4252 0.9906 2.8115 0.5021
C 1.6456 1.2243 -1.8995 -0.2788 -0.6178 -0.4364
H -1.4638 -2.2428 1.4264 -0.9622 -0.5750 -0.5208
H -0.9897 -0.8897 2.4303 -0.3385 0.9899 1.1624
H 1.5963 0.2661 -1.4793 0.5029 -0.5956 0.3135
```
Forces are in eV/Å.

Results
- E_HOMO: -11.0 eV
- Gap between HOMO and LUMO: 10.53 eV
- Net charge: 0
- SMILES: C=C(F)C#N.C#N
- Energy relative to the best compared isomer or geometry (same formula, charge and spin): 67.3 kcal/mol

Atom charges from the natural (NBO) analysis, given in e for atoms 1 to 4: atom 1 (F): -0.31, atom 2 (N): -0.23, atom 3 (N): -0.30, atom 4 (C): -0.40

[2]
ORCA calculation (the ωB97M-V functional and the def2-TZVPD basis) on a structure of composition C23H35F2N4P2Tc.

Structure (XYZ):
```
67
Properties=species:S:1:pos:R:3:forces:R:3
Tc 0.1289 -0.6136 -0.1884 0.1472 -0.7098 -0.5467
P -1.8429 0.9040 -0.4672 -1.3998 1.4955 0.6624
P -1.1180 -1.5859 1.5992 -1.4986 -0.4740 1.4684
F 2.5776 0.0191 -0.4074 -0.1609 -0.2386 0.2203
F 1.5198 0.3264 1.5001 -0.1880 -0.2466 -0.3191
N -3.8143 1.4216 1.4246 -0.3881 1.6093 -1.5781
N 0.7069 -3.4534 -3.1746 -0.1008 0.2186 0.3979
N 0.0624 -1.9166 -1.7542 0.1459 0.4345 0.7262
N -3.1081 -0.4915 3.1175 0.9725 -1.4977 0.7895
C -0.2591 -2.7048 -3.8060 -0.1449 0.2784 0.1395
C -2.8520 -3.6255 2.4760 -0.0914 0.1774 0.2447
C -4.1286 0.2760 3.4789 -0.8411 1.4651 -0.9777
C -5.6107 2.1661 2.8666 -0.0835 0.2551 -0.3147
C -2.4592 -0.3755 2.0092 -0.3371 1.5146 -1.0138
C -0.4502 2.9499 0.7348 -0.1265 -0.0625 0.0631
C -1.9947 -3.2136 1.2846 0.5082 -0.0293 -0.6538
C -2.5177 3.6671 -0.5202 -0.2550 -0.0630 0.1309
C -5.8832 0.9730 4.9620 0.1499 -0.1202 -0.0687
C 0.8788 -2.9659 -1.9528 0.3202 -0.3196 -0.2331
C -3.1662 0.7180 -1.7084 0.4698 -0.4387 -0.4184
C -0.6566 -1.7526 -2.9270 -0.2623 0.0999 -0.3553
C -1.3288 2.7146 -0.4942 0.4050 -0.3146 -0.1779
C -2.8114 0.6876 1.1067 0.7165 -1.6568 0.8681
C -0.2383 -1.7049 3.1775 0.7578 -0.0045 -0.3704
C 1.4409 -4.5686 -3.7709 0.3943 -0.4217 -0.1860
C 2.0084 -0.6644 0.6351 0.3882 0.8064 -0.1292
C -6.2731 1.9831 4.0488 0.0742 0.0364 -0.1274
C -2.8612 -3.0307 0.0342 -0.0234 0.0989 0.1393
C -0.8770 -4.2403 1.0558 -0.1385 -0.0639 0.0653
C -4.5337 1.3259 2.5352 0.4783 -1.4105 1.4608
C -4.8344 0.1401 4.6883 0.1329 -0.3412 0.2725
C -0.5019 2.8558 -1.7794 -0.0469 0.1696 0.0371
H 0.5457 -2.4587 3.1032 0.0110 -0.0407 0.1103
H -3.0846 3.5905 -1.4479 -0.0163 -0.0019 0.0136
H -3.6680 -2.3146 0.2121 0.0299 -0.0200 -0.0207
H 0.3170 2.1310 -1.8247 0.1351 -0.0315 -0.0223
H -3.1911 3.5194 0.3247 0.0391 -0.0371 -0.0872
H -3.5001 -0.3190 -1.7561 -0.0516 0.0163 0.0150
H 1.4883 -5.4089 -3.0826 -0.0924 0.0642 0.0712
H 1.5918 -3.3596 -1.2466 -0.0057 -0.0035 0.0056
H -3.3255 -3.9844 -0.2199 0.0216 -0.0052 -0.0103
H -0.9954 2.7912 1.6690 0.0353 0.0099 -0.0374
H -0.0551 3.8510 -1.8038 0.0233 -0.0047 -0.0332
H -7.1103 2.6212 4.2990 0.0250 0.0163 -0.0065
H -2.2725 -2.7006 -0.8237 -0.0288 -0.0571 -0.0905
H -6.4276 0.8633 5.8903 0.0062 -0.0056 -0.0047
H -4.5331 -0.6365 5.3786 -0.0143 0.0091 0.0449
H -2.7963 1.0160 -2.6901 -0.0469 0.0171 -0.0320
H -1.3871 -0.9740 -3.0615 -0.0105 -0.0193 0.0315
H 0.9355 -4.8876 -4.6770 -0.0877 0.0602 0.0197
H -4.0090 1.3550 -1.4433 0.0789 0.0618 0.2248
H -5.8899 2.9484 2.1734 -0.0553 -0.0043 0.0018
H 0.4387 2.3138 0.7270 0.0726 -0.0094 0.0221
H 0.2135 -0.7479 3.4371 -0.0560 0.0086 0.0133
H -1.3140 -5.1652 0.6762 0.0140 -0.0011 -0.0061
H -1.1127 2.7561 -2.6773 0.0172 -0.0299 -0.0095
H -0.3632 -4.4844 1.9859 0.0479 0.0097 -0.0277
H 2.7369 -1.2903 1.1448 -0.1419 -0.2082 0.0048
H -2.2669 -3.7729 3.3834 -0.0266 0.0262 0.0017
H -0.1468 -3.8855 0.3272 0.0413 -0.0944 -0.0596
H -0.9460 -1.9871 3.9559 -0.2031 0.0261 -0.1229
H -0.5854 -2.9010 -4.8135 0.0426 -0.0426 -0.0144
H -3.6606 -2.9243 2.6768 0.0663 -0.0038 0.0146
H -3.3144 -4.5861 2.2372 0.0837 -0.0198 -0.1057
H 2.4538 -4.2601 -4.0243 -0.0486 0.0992 0.0030
H -0.0932 3.9806 0.7369 -0.0118 0.0058 -0.0392
H -2.1486 4.6925 -0.4491 0.1324 -0.0367 -0.0835
```
Forces are in eV/Å.

Results
- E_HOMO (alpha / beta): -17.0 / -17.0 eV
- <S²>: 3.79
- Multiplicity: 4
- Gap between HOMO and LUMO (alpha / beta): 5.34 / 4.52 eV
- Net charge: +3

Atom charges from the natural (NBO) analysis, given in e for atoms 1 to 4: atom 1 (Tc): 1.08, atom 2 (P): 0.87, atom 3 (P): 1.14, atom 4 (F): -0.29

[3]
ORCA calculation (the ωB97M-V functional and the def2-TZVPD basis) on a structure of composition C25H38AsMnN5O3SSi2.

Structure (XYZ):
```
76
Properties=species:S:1:pos:R:3:forces:R:3
As 1.5723 2.1516 -0.1044 -0.0042 -0.0408 0.0187
Mn 0.1532 0.0750 0.0146 0.0029 -0.0308 0.1401
S 2.9593 -2.1997 -2.9765 0.0172 0.0048 -0.0568
Si 1.1491 3.0132 -2.2359 -0.0687 0.0409 0.0376
Si 1.1622 3.9844 1.2789 0.0085 -0.0310 -0.0146
O -5.4626 -3.4149 -4.3417 0.0048 0.0559 0.0369
O -5.7219 -1.2283 -4.5313 0.0083 -0.0073 0.0362
O -2.2450 1.6015 0.5173 -0.0589 0.0678 -0.0626
N 1.3212 -0.9314 -1.5169 -0.2897 -0.0524 -0.0353
N -1.1973 -1.5436 0.0526 0.0137 -0.0113 -0.0817
N 0.5504 -1.6008 -2.4354 0.0789 0.0061 -0.0279
N 3.5392 -0.5560 -0.8841 0.0552 -0.0680 0.0062
N 0.9792 -1.1402 1.6277 0.0264 0.0695 -0.0038
C -2.2018 -1.7534 -0.8744 0.0230 -0.0130 0.0321
C -0.6130 4.5636 1.4093 -0.0239 -0.0316 0.0728
C 1.7056 -2.9574 3.5919 0.0035 -0.0080 -0.0012
C 1.7666 3.5165 2.9934 0.0299 -0.0129 0.0032
C -0.3170 4.1805 -2.2767 -0.0158 -0.0035 -0.0194
C 2.4420 -1.7732 3.4059 -0.0039 0.0056 -0.0013
C 1.2340 -2.2960 -3.2633 -0.0304 -0.0201 -0.0025
C 2.2057 5.4107 0.6460 -0.0245 0.0291 0.0282
C -1.3669 0.8135 2.5972 -0.0546 -0.0157 -0.0027
C 2.6005 -1.1251 -1.6705 0.2136 0.0722 0.0460
C 2.0337 -0.9096 2.4161 -0.0248 -0.0229 -0.0181
C -5.1482 -2.3190 -3.9639 0.0332 -0.0362 -0.0571
C 0.6391 -3.1086 -4.3691 0.0132 0.0098 -0.0024
C -0.8742 -2.4683 0.9662 0.0420 -0.0026 0.0592
C 0.6190 -3.2111 2.8019 -0.0043 0.0223 -0.0053
C -0.8774 -2.9704 -4.4276 -0.0073 0.0029 0.0035
C -3.8185 -3.1221 -2.0457 0.0049 -0.0033 0.0117
C 0.8227 1.6242 -3.4548 -0.0090 -0.0028 -0.0485
C 2.6636 3.9513 -2.8224 0.0462 -0.0095 -0.0097
C -4.1403 -2.0693 -2.8973 -0.0615 -0.0322 -0.0130
C -1.3750 1.0281 1.1026 0.1191 0.0490 -0.0239
C -3.4777 -0.8536 -2.7259 0.0392 0.0591 0.0370
C -2.5287 -0.6986 -1.7387 -0.0609 0.0384 -0.0532
C 0.2480 -2.2797 1.8016 -0.0110 -0.0292 0.0307
C -2.8756 -2.9731 -1.0482 -0.0439 -0.0544 -0.0247
H -4.3178 -4.0711 -2.1910 -0.0005 0.0032 0.0021
H -1.2854 3.7763 1.7555 0.0410 0.0436 -0.0053
H 1.6879 0.9666 -3.5553 0.0380 -0.0308 -0.0022
H 3.2568 5.1282 0.5655 0.0034 -0.0045 0.0048
H 2.5627 0.0196 2.2299 -0.0022 0.0132 -0.0046
H -0.6599 5.3928 2.1220 -0.0156 -0.0075 0.0037
H 0.9285 -4.1530 -4.2269 -0.0099 -0.0183 -0.0015
H 3.2502 0.2991 -0.4034 0.0015 -0.0121 -0.0353
H -1.3406 -3.2851 -3.4929 0.0222 -0.0044 -0.0152
H -2.0307 0.2585 -1.6254 -0.0131 -0.0334 0.0058
H -0.1202 5.0806 -1.6925 -0.0084 0.0271 0.0092
H 2.7494 3.0441 2.9408 0.0060 0.0133 0.0207
H -1.1667 -1.9337 -4.5969 0.0106 0.0024 -0.0034
H 2.4951 4.3953 -3.8074 -0.0063 -0.0130 -0.0014
H 1.0911 -2.7916 -5.3131 -0.0043 -0.0092 0.0051
H -1.4650 -3.3652 1.1097 -0.0181 0.0165 -0.0156
H 0.6153 2.0515 -4.4407 0.0045 0.0057 0.0188
H -5.4693 -0.4342 -4.0462 -0.0078 -0.0063 -0.0083
H 3.5253 3.2837 -2.8902 0.0053 0.0074 -0.0082
H -1.2776 -3.5791 -5.2372 0.0001 -0.0084 -0.0027
H 1.0824 2.8235 3.4859 -0.0071 -0.0343 0.0004
H -2.1209 1.4434 3.0712 0.0159 -0.0086 0.0024
H -0.5127 4.4909 -3.3072 -0.0117 -0.0001 0.0059
H 2.9213 4.7525 -2.1286 0.0168 0.0052 -0.0133
H -2.6468 -3.8268 -0.4265 0.0084 0.0122 0.0033
H 1.9968 -3.6643 4.3580 -0.0017 0.0002 0.0050
H -0.0312 1.0064 -3.1707 -0.0239 -0.0058 0.0004
H 4.4965 -0.5912 -1.1895 -0.0178 0.0089 0.0010
H -1.2187 3.7114 -1.8789 -0.0050 -0.0183 0.0098
H 0.0313 -4.1113 2.9260 0.0012 -0.0030 0.0053
H 1.8492 4.4038 3.6262 -0.0108 0.0072 0.0029
H 3.3027 -1.5372 4.0138 0.0029 -0.0073 0.0087
H -1.5970 -0.2401 2.7747 -0.0045 0.0049 0.0194
H 2.1292 6.2626 1.3276 0.0103 -0.0031 -0.0036
H -0.9937 4.9211 0.4543 -0.0269 0.0021 -0.0546
H -3.6622 -0.0137 -3.3877 -0.0014 0.0017 0.0006
H 1.8703 5.7429 -0.3380 -0.0080 0.0152 0.0049
H -0.3760 0.9988 3.0071 0.0307 0.0443 0.0003
```
Forces are in eV/Å.

Results
- E_HOMO (alpha / beta): -6.1 / -7.5 eV
- <S²>: 9.15
- Multiplicity: 6
- Gap between HOMO and LUMO (alpha / beta): 5.95 / 6.82 eV
- Net charge: 0

Atom charges from the Löwdin analysis, given in e for atoms 1 to 4: atom 1 (As): 0.77, atom 2 (Mn): 0.57, atom 3 (S): 1.11, atom 4 (Si): 0.19